Record 1
This record from the OMol25 dataset describes 9 unconnected molecules or ions with the total composition H18O9 at a distorted geometry. The level of theory is the ωB97M-V functional and the def2-TZVPD basis.

Atoms and positions in Å:
H -5.76 6.46 23.10
H -8.17 5.73 20.64
O -11.13 6.69 22.40
O -9.44 4.48 20.40
O -9.18 4.33 23.17
H -10.38 4.30 20.36
O -8.06 3.20 25.39
H -7.65 2.33 25.31
O -10.93 3.58 26.76
H -9.22 4.45 21.36
O -7.42 6.34 20.50
H -11.42 3.06 27.39
H -10.08 3.13 26.67
O -10.66 1.22 22.96
H -11.62 1.34 22.90
O -6.43 5.77 23.12
H -11.63 6.86 23.20
H -8.25 4.57 23.36
H -9.58 4.23 24.04
H -10.31 2.10 23.10
O -5.28 3.24 22.33
H -5.50 4.16 22.58
H -5.51 3.19 21.39
H -7.14 6.11 22.55
H -10.94 5.74 22.42
H -7.59 3.63 26.11
H -7.62 6.78 19.67

Output
Relative energy (zero: lowest compared OMol25 entry of this formula, charge and spin): 48.93 kcal/mol
SMILES: O.O.O.O.O.O.O.O.O

Record 2
This record from the OMol25 dataset describes 9 unconnected molecules or ions with the total composition H18O9. The level of theory is the ωB97M-V functional and the def2-TZVPD basis.

Atoms and positions in Å:
H -1.88 3.82 -0.12
H -0.45 -2.88 -2.11
O 2.37 -3.14 0.95
O 1.00 2.57 -2.18
H -0.73 1.24 2.36
H 1.82 2.99 -1.91
O -0.12 -2.38 2.16
H 0.28 -1.02 -0.57
H -0.28 -2.25 1.22
H 1.61 -3.16 1.54
O -2.75 0.01 0.11
H -0.29 -1.51 2.54
H 0.40 2.75 -1.46
H 2.75 -0.18 -0.63
O 0.57 -0.26 -0.07
H -1.84 -2.84 -1.52
O 3.51 0.29 -0.97
H -0.02 0.45 -0.36
H -0.97 2.66 0.20
O -1.08 1.73 1.61
H 3.62 1.03 -0.37
H -3.66 0.26 0.28
H -2.63 0.17 -0.82
H -1.65 1.10 1.17
O -0.93 -2.63 -1.33
O -1.04 3.43 -0.36
H 2.39 -2.24 0.62

Output
Relative energy (zero: lowest compared OMol25 entry of this formula, charge and spin): 51.97 kcal/mol
SMILES: O.O.O.O.O.O.O.O.O

Record 3
This record from the OMol25 dataset describes 9 unconnected molecules or ions with the total composition H18O9 at a distorted geometry. The level of theory is the ωB97M-V functional and the def2-TZVPD basis.

Atoms and positions in Å:
H 5.48 3.39 9.55
O 7.40 3.52 5.95
H 5.12 6.66 8.80
H 7.69 3.73 6.92
O 7.33 5.82 4.36
O 4.61 4.22 6.03
H 7.68 5.63 3.46
H 5.57 4.80 8.91
H 9.68 5.12 8.81
H 4.46 5.64 5.29
H 6.36 6.73 7.81
H 7.56 4.38 5.53
H 4.58 4.10 6.98
O 7.63 7.14 6.68
H 8.29 6.57 7.18
O 4.59 6.42 4.71
H 8.95 5.81 11.17
O 6.07 6.41 8.71
O 9.59 4.63 7.98
H 4.11 6.25 3.89
H 10.14 3.84 8.17
H 6.41 6.06 4.19
H 8.23 6.72 10.21
H 7.75 6.76 5.81
O 5.08 3.92 8.83
O 9.06 6.22 10.31
H 5.57 4.03 5.83

Output
Relative energy (zero: lowest compared OMol25 entry of this formula, charge and spin): 26.04 kcal/mol
SMILES: O.O.O.O.O.O.O.O.O

Record 4
This record from the OMol25 dataset describes 10 unconnected molecules or ions with the total composition H19O10 at a distorted geometry. The level of theory is the ωB97M-V functional and the def2-TZVPD basis.

Atoms and positions in Å:
H -0.51 -0.66 3.45
H 2.89 1.11 2.73
H -2.11 -0.56 3.61
H -2.70 -0.03 -1.23
O 1.05 1.17 -0.09
H 1.46 1.01 -3.24
H -1.53 1.38 0.29
H -0.36 0.15 -2.59
O -0.37 0.87 -2.19
H -3.94 -2.23 -0.23
H 0.67 0.89 0.68
H 1.81 -0.36 0.76
H -0.12 2.15 0.64
O 2.76 2.12 2.77
H 1.92 2.22 2.33
O -1.42 -0.95 3.08
H -2.86 -2.57 0.79
H 1.85 -0.73 -1.51
O 2.14 1.46 -2.82
H -2.24 -1.50 -1.55
H 2.10 1.92 -2.04
O 1.57 -1.71 -1.90
O -3.49 -2.89 0.32
O -1.13 2.01 0.82
H 1.56 -1.67 1.44
H 1.62 -1.49 -2.86
O 2.17 -0.96 1.32
O -3.03 -1.04 -1.44
H 0.25 0.90 -1.34

Output
Relative energy (zero: lowest compared OMol25 entry of this formula, charge and spin): 99.59 kcal/mol
Total charge: -1

Record 5
This record from the OMol25 dataset describes 9 unconnected molecules or ions with the total composition H19O9 at a distorted geometry. The level of theory is the ωB97M-V functional and the def2-TZVPD basis.

Atoms and positions in Å:
O -3.06 -0.31 -0.51
H 0.71 -0.55 0.71
H 4.07 -2.09 0.57
H -0.26 1.28 3.64
H -0.05 -0.99 -2.99
H -1.55 -0.37 0.12
O 1.67 2.13 0.81
O -0.55 -0.24 0.11
H -3.48 -2.99 -1.69
H 1.38 0.39 1.64
O 0.32 -0.25 -2.49
H 0.90 0.21 4.27
H -2.19 2.80 -0.70
H 3.28 -1.71 -0.63
O -2.91 -2.44 -2.25
H 0.78 0.28 -3.15
H -0.67 3.01 -0.47
O 0.47 0.68 3.56
H -2.33 -3.11 -2.64
H 2.48 2.16 0.29
O 3.64 -1.32 0.18
H 1.82 2.70 1.57
H -3.33 -1.10 -0.02
H 2.29 -0.44 0.73
O -1.54 3.17 -0.10
O 1.53 -0.53 1.39
H -0.50 0.42 -0.59
H -2.94 -0.78 -1.37

Output
Relative energy (zero: lowest compared OMol25 entry of this formula, charge and spin): 47.33 kcal/mol
Total charge: +1

Record 6
This record from the OMol25 dataset describes 2 unconnected molecules or ions with the total composition H2 at a distorted geometry. The level of theory is the ωB97M-V functional and the def2-TZVPD basis.

Atoms and positions in Å:
H 0.00 0.00 -0.59
H 0.00 0.00 0.59

Output
Relative energy (zero: lowest compared OMol25 entry of this formula, charge and spin): 37.62 kcal/mol

Number 1: HOMO level -10.80 eV, HOMO-LUMO gap 10.91 eV, electronic energy -687.94782 a.u.. Number 2: HOMO level -10.72 eV, HOMO-LUMO gap 10.39 eV, electronic energy -687.94298 a.u.. Number 3: HOMO level -11.01 eV, HOMO-LUMO gap 11.25 eV, electronic energy -687.98429 a.u.. Number 4: HOMO level -6.03 eV, HOMO-LUMO gap 8.90 eV, electronic energy -763.73171 a.u.. Number 5: HOMO level -13.87 eV, HOMO-LUMO gap 10.97 eV, electronic energy -688.30131 a.u.. Number 6: HOMO level -12.42 eV, HOMO-LUMO gap 13.41 eV, electronic energy -1.10093 a.u..